The following is a DFT calculation (wB97M-V/def2-TZVPD) of C13H15F3NO5S as an isolated structure.

XYZ file:
```
38
Properties=species:S:1:pos:R:3:forces:R:3
C 3.42820 -2.14012 -1.09081 0.42 -0.06 0.05
C 1.99847 -2.56209 -0.91079 -0.20 0.44 0.20
O 1.43154 -1.61716 0.03138 0.12 -0.86 -0.58
C 0.36360 -2.10663 0.68089 -1.37 1.26 0.80
C 0.12350 -1.23217 1.94154 -1.09 -0.01 -3.60
C -1.28412 -1.39684 2.58771 0.05 -0.46 0.30
O -1.68622 -2.43413 3.06319 -0.20 1.00 -0.72
C -1.87894 -0.01325 2.69934 -0.21 0.14 0.06
C -0.65271 0.90574 2.72917 0.05 0.27 0.43
C 0.35960 0.27079 1.77670 -0.30 -0.53 -0.21
O -0.26435 -3.09087 0.36377 0.37 0.25 -0.10
H 3.88415 -2.69621 -1.91153 0.04 0.04 -0.04
H 3.50006 -1.06795 -1.29632 -0.02 -0.15 -0.04
H 3.99535 -2.35442 -0.17856 -0.08 0.12 -0.15
H 1.41431 -2.49048 -1.83628 0.14 -0.21 0.11
H 1.92031 -3.57059 -0.48735 -0.08 0.22 -0.22
H -2.47569 0.14751 1.79061 0.03 0.07 0.05
H -2.53063 0.08667 3.57184 0.10 -0.13 -0.16
H -0.88993 1.94010 2.45684 0.03 -0.16 0.04
H -0.23689 0.90065 3.74858 -0.16 0.00 -0.22
H 1.39848 0.52315 1.98638 -0.28 0.29 -0.20
H 0.10644 0.48819 0.73043 0.25 0.30 0.18
F 3.15392 -0.90517 2.05878 0.15 0.06 0.71
C 2.62596 -1.34862 3.23097 -1.05 -0.73 0.02
F 3.44548 -2.31189 3.71459 0.24 1.06 -0.27
F 2.57644 -0.30593 4.08979 0.76 -0.16 -0.53
S 1.01402 -2.16874 3.05345 1.44 -1.31 1.23
N 1.30342 -2.35566 5.26624 0.17 -0.46 0.75
C 0.63288 -1.59163 6.16996 0.94 -1.15 0.26
O -0.03122 -0.57888 5.97871 0.29 -0.01 -0.13
C 0.87895 -2.23739 7.54254 -0.51 0.25 0.57
C 1.55142 -3.55189 7.23249 0.05 -0.75 0.30
C 1.54803 -3.62688 5.70001 -0.11 1.00 1.06
O 1.74443 -4.63131 5.03372 0.21 0.36 0.12
H 1.54495 -1.59533 8.12840 -0.32 0.16 -0.04
H -0.06317 -2.36752 8.08270 0.07 0.16 0.06
H 2.59395 -3.52594 7.57099 -0.10 -0.30 -0.13
H 1.05234 -4.41791 7.67449 0.13 0.00 0.03
```
Positions in Å, forces in eV/Å.

Summary:
* total energy: -1633.159768 Ha
* frontier orbital gap: 6.383 eV
* energy above the lowest of the compared OMol25 structures with the same formula, charge and spin: 77.54 kJ/mol
* charge: -1

Mulliken population analysis, charges in e, atoms 1 to 4: number 1, C, carries -1.121; number 2, C, carries -0.304; number 3, O, carries -0.201; number 4, C, carries -0.088

***

The following is a DFT calculation (wB97M-V/def2-TZVPD) of C28H52GdP2 as an isolated structure.

XYZ file:
```
83
Properties=species:S:1:pos:R:3:forces:R:3
Gd 0.06587 0.09431 1.56601 0.34 -0.99 1.50
C 1.31971 1.80357 2.99897 -1.35 0.00 0.61
C 0.09485 2.41348 2.54908 0.33 -0.38 1.21
C -0.45271 0.77140 4.09565 0.75 0.82 -0.47
C 0.96991 0.78134 3.94849 -0.87 0.89 -0.32
C -0.99954 1.76308 3.21701 1.12 -0.01 0.43
C 2.71151 2.19296 2.63507 0.38 0.04 -0.10
H 2.73197 2.81904 1.73845 0.05 -0.03 0.09
H 3.34160 1.31248 2.44620 -0.02 0.19 0.02
H 3.19235 2.76184 3.44547 -0.10 -0.13 -0.22
C 1.91580 -0.03695 4.75341 0.33 -0.46 0.21
H 2.95661 0.19249 4.48970 -0.22 -0.10 0.13
H 1.75421 -1.11516 4.58850 0.14 0.41 0.21
H 1.79472 0.14876 5.83540 0.03 -0.03 -0.39
C -1.20728 -0.01387 5.11435 -0.29 -0.37 0.17
H -0.88528 0.23913 6.14012 -0.07 -0.06 -0.38
H -1.06900 -1.09850 4.98616 -0.10 0.33 0.12
H -2.28297 0.19887 5.04787 0.26 -0.11 0.08
C -2.43360 2.16576 3.17820 -0.46 0.10 0.10
H -2.67970 2.79345 4.04961 -0.01 -0.13 -0.26
H -3.10259 1.29309 3.21238 0.09 0.24 -0.02
H -2.67396 2.74432 2.28057 0.00 -0.05 0.11
C -0.02429 3.59729 1.65444 -0.09 0.38 -0.30
H -0.04500 4.52784 2.24594 0.01 -0.23 -0.25
H -0.95438 3.57024 1.06681 0.20 0.06 0.09
H 0.81537 3.67307 0.95052 -0.16 0.04 0.14
C 1.46642 -0.54654 -4.51540 1.16 0.56 -0.04
C 2.00835 0.68450 -4.56153 0.31 -1.10 -0.39
C 1.54299 1.78974 -5.46299 -0.05 0.35 -0.26
C 0.02068 1.82540 -5.76735 0.58 0.16 -0.36
C -0.89614 1.45631 -4.64185 -0.87 -0.53 -0.05
C -1.44707 0.23341 -4.50322 -0.19 1.24 -0.52
C -0.98168 -1.01459 -5.18813 -0.09 -0.36 -0.37
C 0.52648 -1.07361 -5.54289 -0.65 -0.17 -0.33
H 2.06436 1.74842 -6.43665 0.00 0.03 0.36
H -0.18664 1.18127 -6.63748 -0.03 0.38 0.38
H 1.84471 2.74562 -5.00622 -0.09 -0.21 -0.13
H 0.69620 -0.53756 -6.48723 -0.01 -0.34 0.30
H 1.84307 -1.28341 -3.79858 0.02 0.32 -0.48
H 2.94632 0.89490 -4.02768 -0.60 -0.12 0.19
H 0.77920 -2.13038 -5.72709 -0.06 0.35 -0.01
H -1.24190 -1.86415 -4.53428 0.08 0.19 -0.22
H -2.35093 0.11043 -3.89511 0.52 0.14 0.17
H -1.53680 -1.18124 -6.12828 0.00 0.02 0.34
H -0.21164 2.85756 -6.08065 -0.02 -0.40 0.06
H -1.20614 2.28271 -3.98823 -0.18 -0.34 -0.28
P 1.09749 0.04497 -0.95012 -0.03 -0.17 -0.45
P -2.27756 -0.16739 0.07610 -0.64 -0.13 -0.52
C -0.28634 -0.63886 -1.96360 0.01 0.27 -0.43
C -1.63650 -1.12020 -1.37856 0.06 -0.03 0.33
H 0.13054 -1.44658 -2.58435 -0.23 0.37 0.19
H -0.45734 0.21888 -2.63092 -0.11 -0.59 0.11
H -2.41880 -1.08837 -2.15619 0.36 -0.08 0.12
H -1.55974 -2.17176 -1.05925 -0.01 0.29 0.02
C -3.61179 -1.21524 0.73161 -0.11 -0.17 0.01
H -4.12133 -0.66741 1.53426 0.07 -0.14 -0.18
H -3.18265 -2.13020 1.15690 -0.12 0.16 -0.09
H -4.33637 -1.47813 -0.05053 0.13 0.06 0.20
C -3.18501 1.24793 -0.62328 -0.06 0.15 -0.11
H -3.89134 0.93685 -1.40792 0.20 0.10 0.24
H -2.48137 1.98605 -1.03240 -0.23 -0.14 0.07
H -3.74076 1.71386 0.20426 0.15 -0.05 -0.31
C 2.50891 -1.03475 -1.24696 0.62 -0.27 -0.14
H 3.35101 -0.67255 -0.64206 -0.13 -0.16 -0.14
H 2.82991 -1.09898 -2.29626 -0.06 0.06 0.48
H 2.23614 -2.03941 -0.88573 0.14 0.29 -0.13
C 1.49103 1.71353 -1.57094 0.09 0.22 -0.43
H 0.70580 2.43440 -1.29621 0.19 -0.28 0.06
H 1.61780 1.73813 -2.66239 -0.09 0.02 0.52
H 2.43299 2.02622 -1.09500 -0.28 -0.03 -0.08
C 0.40708 -3.52258 4.32676 0.04 -0.19 0.15
C 0.93104 -3.05661 2.97060 0.21 0.25 -0.07
C 1.32698 -4.26222 2.11893 0.11 -0.08 0.16
C -0.07927 -2.17509 2.23287 -0.16 -0.16 0.08
H -0.54127 -4.06671 4.21331 0.17 0.14 -0.02
H 0.24808 -2.69861 5.02745 -0.03 -0.06 -0.13
H 1.12243 -4.20731 4.79544 -0.08 0.09 -0.04
H 1.84288 -2.45198 3.13925 -0.15 -0.42 0.02
H 0.45474 -4.87829 1.87150 0.08 0.12 0.02
H 1.81024 -3.94493 1.19386 -0.05 -0.02 -0.11
H 2.03736 -4.89328 2.65923 -0.02 0.01 -0.06
H -0.26586 -2.56249 1.21743 -0.09 -0.01 -0.09
H -1.04315 -2.14303 2.75939 -0.07 0.01 -0.08
```
Positions in Å, forces in eV/Å.

Summary:
* 2S+1: 8
* total energy: -2546.157195 Ha
* frontier orbital gap (alpha / beta): 7.648 / 7.155 eV
* energy above the lowest of the compared OMol25 structures with the same formula, charge and spin: 0.00 kJ/mol
* ⟨S²⟩: 16.0796
* charge: +1

Mulliken population analysis, charges in e, atoms 1 to 4: number 1, Gd, carries 0.003; number 2, C, carries 0.284; number 3, C, carries 0.735; number 4, C, carries 0.743

***

The following is a DFT calculation (wB97M-V/def2-TZVPD) of one molecule with the formula C3H3IS2.

XYZ file:
```
9
Properties=species:S:1:pos:R:3:forces:R:3
C 0.38030 0.62182 0.17348 -1.42 -0.82 -0.63
C 1.18072 -0.35012 0.71173 -3.28 -0.04 -1.69
C -0.82889 0.21196 -0.66169 2.91 -0.96 0.58
S 0.81380 -2.00947 0.64014 0.86 -0.20 0.27
S -0.57378 -1.76459 -0.83003 -1.40 1.64 -0.37
I -2.79701 1.04014 0.02863 -0.91 0.36 0.52
H 0.70765 1.64538 0.46827 -0.93 -0.60 -0.74
H 1.99797 0.00491 1.14036 3.75 0.71 2.23
H -0.88075 0.59997 -1.67090 0.41 -0.10 -0.17
```
Positions in Å, forces in eV/Å.

Summary:
* 2S+1: 3
* total energy: -1210.022877 Ha
* frontier orbital gap (alpha / beta): 5.241 / 6.239 eV
* ⟨S²⟩: 2.0141

Mulliken population analysis, charges in e, atoms 1 to 4: number 1, C, carries -0.133; number 2, C, carries -0.375; number 3, C, carries -0.516; number 4, S, carries -0.063

***

The following is a DFT calculation (wB97M-V/def2-TZVPD) of C26H34AsCl3O2SSeSiSn as an isolated structure.

XYZ file:
```
70
Properties=species:S:1:pos:R:3:forces:R:3
Sn 0.11374 -0.10287 0.09169 0.47 -0.11 0.37
Cl -3.21730 -6.43501 -2.19227 -0.01 -0.03 0.00
C -2.55549 -4.84779 -1.95063 0.02 0.05 0.04
C -2.32479 -4.38884 -0.66720 0.00 0.01 -0.07
C -1.79437 -3.12233 -0.49703 -0.09 -0.20 0.10
Cl -1.51185 -2.56581 1.12779 0.01 0.01 0.07
C -1.47859 -2.26671 -1.55836 0.01 0.05 -0.11
O -0.99655 -1.05944 -1.40751 0.02 0.42 -0.11
C -1.72946 -2.79422 -2.83864 -0.02 -0.08 -0.03
Cl -1.34801 -1.81919 -4.21851 0.04 -0.20 0.02
C -2.25729 -4.05429 -3.04481 0.00 0.02 0.05
H -2.55186 -5.00350 0.19135 0.00 -0.01 0.00
H -2.43019 -4.40974 -4.05010 0.00 0.00 0.00
C -4.64990 2.81247 1.94742 0.12 -0.05 -0.05
Si -2.80017 2.93289 2.20078 0.37 0.00 0.16
C -2.18122 4.64457 1.73171 -0.05 -0.10 0.02
C -2.32147 2.51495 3.96497 -0.06 0.07 -0.10
Se -1.86943 1.40362 0.79104 -0.70 -0.03 -0.26
H -5.18270 3.53114 2.57484 0.03 0.02 0.02
H -5.00304 1.80974 2.19201 0.00 0.01 0.01
H -4.90399 3.00902 0.90462 0.00 0.01 0.01
H -2.62839 5.41536 2.36427 -0.01 -0.01 0.02
H -2.43895 4.87269 0.69508 0.00 0.00 0.01
H -1.09560 4.70371 1.83742 -0.01 -0.01 0.00
H -2.81019 3.18145 4.68023 0.00 0.02 -0.01
H -1.24158 2.60171 4.09814 0.00 0.00 -0.01
H -2.60932 1.48948 4.20159 0.00 0.00 -0.01
C 4.72424 0.06807 3.43412 -0.04 0.01 0.01
As 3.10975 0.09429 2.31213 0.11 0.00 0.03
C 2.54693 1.92698 2.73421 -0.02 -0.01 -0.04
C 1.92501 -0.79720 3.59997 -0.02 0.01 -0.02
H 4.51954 0.47791 4.42360 0.00 0.00 0.01
H 5.51158 0.65258 2.95904 -0.01 0.01 0.00
H 5.07534 -0.95827 3.53703 0.00 0.00 0.00
H 2.56488 2.09806 3.81109 0.00 0.01 0.00
H 1.53670 2.08950 2.35535 -0.01 0.00 0.00
H 3.21238 2.63765 2.24334 0.00 0.00 0.01
H 2.04287 -0.36318 4.59327 0.00 0.00 0.01
H 2.15738 -1.86075 3.63907 0.00 0.00 0.00
H 0.88532 -0.68380 3.28842 0.00 0.00 0.00
O 1.32236 1.92684 -0.54412 -0.24 -0.48 0.01
S 1.35706 3.41377 -0.73794 0.03 0.36 -0.12
C -0.19859 3.91831 -1.54555 0.03 0.02 0.03
C -0.46265 3.39838 -2.91965 0.05 0.00 -0.09
C -0.27147 4.22275 -4.02769 0.03 -0.02 0.00
C -0.49486 3.74495 -5.31032 0.04 0.00 -0.01
C -0.90420 2.43184 -5.49750 0.00 -0.01 0.03
C -1.11703 1.61043 -4.39827 -0.03 0.03 -0.05
C -0.90962 2.09483 -3.11600 -0.01 -0.06 0.10
C 2.59116 3.66328 -2.09488 -0.06 -0.03 -0.08
C 3.05844 2.34739 -2.64728 0.01 0.02 0.03
C 2.63328 1.89514 -3.89072 -0.03 0.00 0.07
C 3.04327 0.65712 -4.36457 0.00 -0.01 -0.01
C 3.87603 -0.14198 -3.59635 -0.01 0.00 -0.02
C 4.30306 0.30272 -2.35245 0.01 0.00 0.02
C 3.89625 1.53982 -1.88266 0.03 0.00 -0.02
H -0.17219 5.01059 -1.52166 0.03 0.00 0.03
H -0.94283 3.56934 -0.82541 0.00 0.00 0.01
H 0.03839 5.25266 -3.88407 0.01 0.00 0.01
H -0.35054 4.39798 -6.16155 0.00 0.00 0.00
H -1.07541 2.05510 -6.49776 0.00 0.00 0.00
H -1.45831 0.59191 -4.52708 0.01 0.22 0.00
H -1.13329 1.46412 -2.26172 0.04 0.02 -0.08
H 3.40729 4.21664 -1.63192 0.00 -0.01 0.03
H 2.13000 4.28552 -2.86026 0.00 0.01 0.00
H 1.96668 2.50366 -4.48618 -0.07 0.06 -0.04
H 2.70109 0.31440 -5.33265 0.00 0.00 0.00
H 4.18836 -1.11158 -3.96209 0.00 0.00 0.00
H 4.94438 -0.31977 -1.74212 0.00 0.00 0.00
H 4.21554 1.87255 -0.90173 0.01 0.00 0.00
```
Positions in Å, forces in eV/Å.

Summary:
* total energy: -8081.442009 Ha
* frontier orbital gap: 7.987 eV
* energy above the lowest of the compared OMol25 structures with the same formula, charge and spin: 83.25 kJ/mol

Mulliken population analysis, charges in e, atoms 1 to 4: number 1, Sn, carries 0.354; number 2, Cl, carries -0.229; number 3, C, carries 0.498; number 4, C, carries -0.947

***

> Number 2 is which compound?

C28H52GdP2